{"formula": "C27H50LuP2", "method": "ωB97M-V with the def2-TZVPD basis set", "charge": 1, "e_homo_ev": [-7.36, -8.45], "e_above_lowest_kcal_mol": 138.0, "energy_ha": -2976.5053, "fmax_ev_per_a": 3.13, "lumo_ha": [-0.090, -0.105], "spin_multiplicity": 1, "elements": ["Lu", "P", "P", "C", "C", "C", "C", "C", "C", "C", "C", "C", "C", "C", "C", "C", "C", "C", "C", "C", "C", "C", "C", "C", "C", "C", "C", "C", "C", "C", "H", "H", "H", "H", "H", "H", "H", "H", "H", "H", "H", "H", "H", "H", "H", "H", "H", "H", "H", "H", "H", "H", "H", "H", "H", "H", "H", "H", "H", "H", "H", "H", "H", "H", "H", "H", "H", "H", "H", "H", "H", "H", "H", "H", "H", "H", "H", "H", "H", "H"], "xyz": [[1.11, -0.54, 1.48], [1.18, -0.56, -2.86], [-0.65, 1.44, -4.12], [2.00, -2.08, 4.45], [-1.63, -2.69, 0.89], [-0.67, 3.16, -4.71], [0.47, -2.58, 2.40], [-0.75, -2.04, 1.89], [-3.11, 0.03, -2.33], [-0.23, 0.02, 4.94], [2.64, 2.02, 4.22], [-0.37, 0.71, -0.96], [-0.05, -0.73, 3.67], [2.54, 1.79, 2.69], [1.00, -1.89, -4.11], [1.08, 0.93, -3.94], [-2.37, -0.16, 2.74], [3.31, 0.52, 2.30], [-1.04, 2.00, -1.52], [-3.31, 0.24, -0.78], [0.92, -1.76, 3.48], [-2.22, 2.50, -0.79], [1.17, -3.80, 1.91], [-3.15, 1.66, -0.31], [-1.75, -0.30, -2.86], [2.87, -0.56, -2.20], [-0.53, -0.45, -1.98], [-1.05, -0.86, 2.66], [1.11, 1.72, 2.13], [-1.67, 0.61, -5.35], [-0.25, 2.77, -1.60], [-1.34, 1.81, -2.62], [1.95, 2.80, 4.56], [1.46, 0.70, -4.96], [3.05, 2.64, 2.22], [0.71, 0.94, -0.80], [-1.45, 1.05, -6.32], [-1.60, -3.79, 0.99], [-4.33, -0.09, -0.54], [-3.01, -0.33, 1.86], [-2.20, 3.55, -0.50], [-0.82, 3.13, -5.79], [-1.44, -0.46, -5.41], [-3.75, 1.96, 0.57], [-1.35, -2.47, -0.15], [-1.29, 0.08, 5.18], [-1.49, 3.72, -4.25], [3.38, 0.39, 1.20], [0.17, 1.03, 4.90], [-3.61, 0.89, -2.84], [1.32, -1.56, -5.11], [-0.03, -2.24, -4.18], [-0.78, 0.45, 0.03], [-0.52, -1.46, -1.47], [1.03, 2.31, 1.20], [3.15, -1.56, -1.84], [4.34, 0.50, 2.68], [2.39, -3.08, 4.28], [-2.67, -0.48, -0.23], [2.96, 0.16, -1.37], [1.21, -4.57, 2.68], [-2.96, -0.50, 3.62], [3.67, 2.34, 4.47], [-2.73, 0.75, -5.09], [-1.76, -1.00, -3.69], [3.61, -0.26, -2.96], [0.25, -0.46, 5.80], [2.84, -0.40, 2.77], [-3.79, -0.81, -2.59], [0.64, -4.22, 1.05], [2.43, 1.10, 4.79], [1.66, 1.77, -3.51], [2.85, -1.38, 4.40], [0.38, 2.09, 2.85], [-2.68, -2.41, 1.04], [-2.23, 0.93, 2.86], [1.64, -2.74, -3.81], [1.65, -2.04, 5.49], [2.20, -3.57, 1.62], [0.28, 3.67, -4.49]]}